This record from the Open Molecules 2025 dataset describes a cluster of 10 separate species, C38H76Br2O18S9 in total in a non-equilibrium geometry. The level of theory is ωB97M-V with the def2-TZVPD basis set.

Last column: Löwdin charge in e.
Cartesian coordinates (Å):
1 O -27.55 -44.47 16.85  -0.338
2 S -27.59 -44.90 15.46  0.701
3 O -28.53 -44.24 14.58  -0.321
4 C -25.94 -44.81 14.75  -0.277
5 C -25.48 -46.26 14.42  -0.183
6 C -26.73 -47.15 14.17  -0.194
7 C -27.64 -46.75 15.33  -0.213
8 H -25.34 -44.15 15.37  0.048
9 H -26.03 -44.09 13.94  0.055
10 H -24.99 -46.12 13.45  0.109
11 H -24.83 -46.61 15.23  0.108
12 H -26.34 -48.16 14.02  0.121
13 H -27.24 -46.74 13.30  0.108
14 H -27.08 -47.26 16.11  0.079
15 H -28.68 -47.05 15.47  0.107
16 O -27.11 -39.43 14.84  -0.318
17 S -26.87 -38.77 13.60  0.707
18 O -26.18 -37.45 13.57  -0.360
19 C -26.22 -40.08 12.39  -0.206
20 C -27.41 -41.12 12.20  -0.164
21 C -28.66 -40.14 12.02  -0.169
22 C -28.43 -38.71 12.61  -0.205
23 H -25.40 -40.42 13.02  0.024
24 H -25.83 -39.75 11.43  0.086
25 H -27.25 -41.91 11.47  0.098
26 H -27.38 -41.67 13.14  0.085
27 H -29.55 -40.63 12.44  0.108
28 H -28.83 -40.09 10.95  0.101
29 H -29.14 -38.15 13.21  0.102
30 H -28.15 -37.97 11.85  0.089
31 O -30.66 -39.70 16.20  -0.327
32 S -30.20 -40.31 17.39  0.670
33 O -31.13 -40.89 18.36  -0.330
34 C -28.92 -41.58 16.82  -0.184
35 C -27.82 -41.67 17.92  -0.241
36 C -27.89 -40.53 18.85  -0.207
37 C -28.85 -39.42 18.25  -0.204
38 H -28.43 -41.15 15.96  0.068
39 H -29.54 -42.44 16.56  0.089
40 H -28.07 -42.50 18.59  0.089
41 H -26.89 -42.03 17.47  0.108
42 H -26.92 -40.06 19.01  0.108
43 H -28.23 -40.82 19.84  0.112
44 H -28.33 -38.83 17.49  0.088
45 H -29.37 -38.73 18.91  0.094
46 O -18.52 -44.96 18.86  -0.325
47 S -19.91 -45.11 18.54  0.698
48 O -20.91 -45.25 19.60  -0.362
49 C -20.44 -43.61 17.64  -0.203
50 C -20.51 -44.07 16.18  -0.219
51 C -21.00 -45.57 16.05  -0.161
52 C -20.21 -46.38 17.18  -0.176
53 H -19.79 -42.81 17.99  0.107
54 H -21.46 -43.38 17.92  0.097
55 H -21.24 -43.50 15.60  0.066
56 H -19.54 -43.85 15.75  0.093
57 H -20.96 -45.86 15.00  0.106
58 H -21.97 -45.77 16.49  0.083
59 H -19.17 -46.43 16.87  0.082
60 H -20.63 -47.31 17.54  0.100
61 O -24.30 -45.19 17.71  -0.343
62 S -25.18 -45.83 18.64  0.746
63 O -26.16 -46.96 18.33  -0.369
64 C -24.21 -46.52 20.08  -0.223
65 C -24.97 -46.24 21.35  -0.217
66 C -25.59 -44.83 21.20  -0.176
67 C -25.98 -44.58 19.70  -0.214
68 H -23.26 -45.99 20.22  0.081
69 H -23.94 -47.53 19.75  0.103
70 H -25.80 -46.94 21.44  0.112
71 H -24.29 -46.37 22.19  0.118
72 H -24.83 -44.09 21.44  0.109
73 H -26.42 -44.63 21.87  0.111
74 H -25.60 -43.62 19.36  0.092
75 H -26.99 -44.50 19.32  0.077
76 O -21.18 -42.99 8.99  -0.376
77 S -22.30 -42.62 8.09  0.766
78 O -22.15 -42.79 6.64  -0.360
79 C -24.03 -43.29 8.64  -0.169
80 C -24.68 -42.13 9.35  -0.251
81 C -24.30 -40.87 8.58  -0.257
82 C -22.79 -40.74 8.39  -0.136
83 H -23.78 -44.24 9.12  0.098
84 H -24.47 -43.44 7.65  0.097
85 H -25.76 -42.24 9.21  0.121
86 H -24.25 -41.84 10.31  0.096
87 H -24.84 -40.06 9.06  0.106
88 H -24.94 -40.99 7.71  0.116
89 H -22.27 -40.54 9.33  0.056
90 H -22.33 -40.12 7.62  0.101
91 O -16.66 -45.83 10.38  -0.359
92 S -16.48 -44.45 10.89  0.746
93 O -15.27 -43.61 10.64  -0.372
94 C -18.02 -43.37 10.54  -0.169
95 C -18.92 -43.40 11.82  -0.224
96 C -18.53 -44.51 12.82  -0.167
97 C -16.94 -44.52 12.66  -0.204
98 H -18.27 -43.71 9.54  0.090
99 H -17.65 -42.35 10.45  0.086
100 H -19.11 -42.44 12.30  0.091
101 H -19.91 -43.53 11.38  0.086
102 H -18.98 -45.49 12.66  0.109
103 H -18.89 -44.16 13.79  0.075
104 H -16.58 -45.47 13.04  0.096
105 H -16.61 -43.57 13.08  0.099
106 O -21.84 -37.82 16.51  -0.367
107 S -23.11 -37.43 15.78  0.719
108 O -23.68 -38.40 14.87  -0.365
109 C -24.42 -36.62 16.87  -0.148
110 C -24.19 -35.02 16.81  -0.168
111 C -23.07 -34.78 15.83  -0.245
112 C -22.88 -35.91 14.86  -0.247
113 H -24.50 -37.23 17.76  0.089
114 H -25.30 -37.01 16.36  0.072
115 H -25.11 -34.56 16.44  0.107
116 H -23.92 -34.43 17.69  0.110
117 H -22.15 -34.62 16.40  0.122
118 H -23.36 -33.93 15.22  0.119
119 H -21.93 -36.09 14.36  0.111
120 H -23.64 -36.03 14.09  0.103
121 O -14.47 -40.67 14.23  -0.318
122 S -15.32 -39.80 13.52  0.669
123 O -16.74 -40.18 13.32  -0.369
124 C -15.06 -38.08 14.22  -0.185
125 C -14.16 -37.39 13.17  -0.222
126 C -14.56 -37.99 11.80  -0.218
127 C -14.58 -39.57 11.89  -0.202
128 H -14.30 -38.39 14.93  0.087
129 H -15.89 -37.47 14.57  0.110
130 H -14.39 -36.33 13.32  0.114
131 H -13.11 -37.66 13.17  0.117
132 H -13.88 -37.69 11.00  0.107
133 H -15.59 -37.71 11.59  0.107
134 H -13.56 -39.93 11.80  0.102
135 H -15.16 -40.19 11.19  0.097
136 Br -20.63 -39.45 11.97  0.648
137 C -22.02 -40.85 12.18  -0.718
138 C -22.07 -41.21 13.59  -0.647
139 Br -23.56 -42.50 13.80  0.730
140 H -21.77 -41.72 11.57  0.042
141 H -22.91 -40.39 11.77  0.038
142 H -22.39 -40.40 14.24  0.035
143 H -21.14 -41.71 13.83  0.054

* highest occupied orbital energy: -9.63 eV
* 2S+1: 1